{
  "formula": "C4H6N2O2",
  "method": "the ωB97M-V functional and the def2-TZVPD basis",
  "symbols": ["C", "N", "N", "C", "C", "C", "O", "O", "H", "H", "H", "H", "H", "H"],
  "positions_angstrom": [[-0.78215, 1.10584, 1.36822], [-0.51695, -0.03696, 0.51867], [-1.15481, 0.05501, -0.76025], [-0.10812, -0.24686, -1.55187], [1.48030, -1.38741, -0.11332], [0.81634, -0.08757, -0.08237], [0.84177, -2.42837, -0.18339], [0.11286, -0.33686, -2.71114], [-2.11276, -0.22339, -0.91797], [2.54192, -1.34136, -0.42150], [1.45002, 0.78922, 0.03612], [-0.21490, 0.95802, 2.28949], [-1.84167, 1.10947, 1.62201], [-0.51186, 2.07122, 0.90731]],
  "atomic_forces_ev_per_a": [[0.1, 0.2, 0.0], [0.0, -0.4, 0.3], [-0.6, -0.1, -0.2], [1.7, 2.3, 1.1], [-0.5, -1.7, -1.1], [-1.3, -0.1, -1.4], [1.0, 0.8, 0.7], [-0.2, -0.7, 0.1], [-0.1, -0.2, 0.1], [0.1, -0.2, 0.4], [-0.1, 0.0, -0.1], [-0.1, 0.1, -0.1], [0.0, 0.1, 0.0], [0.0, -0.2, 0.1]],
  "smiles": "CN1NC(=O)[C@@H]1C=O",
  "lumo_ev": 0.44,
  "homo_energy_ev": -9.1
}

***

{
  "formula": "C17H20N2O6S2",
  "method": "the ωB97M-V functional and the def2-TZVPD basis",
  "symbols": ["C", "H", "H", "H", "O", "C", "C", "C", "C", "C", "C", "H", "H", "S", "O", "O", "N", "C", "C", "C", "C", "C", "C", "H", "H", "S", "O", "O", "N", "C", "H", "C", "H", "O", "C", "C", "H", "H", "H", "H", "H", "H", "H", "H", "H", "H", "H"],
  "positions_angstrom": [[3.77969, 5.27809, 2.02355], [4.26727, 5.47103, 2.97739], [2.70967, 5.48554, 2.11598], [4.21529, 5.92566, 1.25698], [4.01963, 3.91601, 1.74541], [3.53517, 3.38176, 0.60561], [2.79119, 4.07832, -0.34826], [2.34746, 3.42369, -1.48350], [2.64313, 2.08926, -1.67117], [3.38441, 1.38542, -0.73835], [3.82844, 2.02803, 0.39603], [4.41006, 1.51129, 1.14197], [3.61770, 0.35002, -0.92378], [2.01076, 1.27954, -3.12533], [2.00519, 2.18220, -4.23483], [2.60908, -0.00946, -3.27138], [0.36903, 1.09420, -2.75445], [-0.10518, 0.47937, -1.61311], [0.62022, -0.56196, -1.02958], [0.14320, -1.17966, 0.10975], [-1.05375, -0.76732, 0.66668], [-1.78921, 0.25272, 0.09320], [-1.31496, 0.88251, -1.04104], [-1.87781, 1.68486, -1.49491], [-2.71328, 0.55475, 0.56012], [-1.71576, -1.63533, 2.08213], [-0.64015, -2.22991, 2.81718], [-2.64012, -0.77946, 2.76496], [-2.60820, -2.88673, 1.43077], [-3.79505, -2.50397, 0.70239], [-4.31811, -1.75732, 1.29890], [-4.65530, -3.75504, 0.50457], [-5.52163, -3.53516, -0.12108], [-3.93264, -4.76335, -0.16272], [-2.77856, -5.12615, 0.55976], [-1.85552, -3.92101, 0.75954], [-1.00927, -4.17522, 1.39671], [-1.49282, -3.57265, -0.22078], [-2.28269, -5.90118, -0.02633], [-3.06312, -5.52804, 1.54264], [-4.98910, -4.12006, 1.48636], [-3.53526, -2.08037, -0.28125], [0.69307, -1.97423, 0.58834], [1.53582, -0.88302, -1.49676], [-0.19351, 1.84142, -3.12946], [1.78719, 3.94827, -2.24137], [2.55834, 5.12263, -0.21750]],
  "atomic_forces_ev_per_a": [[0.0, 0.2, 0.1], [-0.1, 0.0, -0.1], [0.0, 0.0, 0.0], [0.0, 0.0, 0.0], [0.1, -0.3, -0.1], [0.0, -0.3, -0.2], [0.0, 0.1, 0.2], [0.0, 0.1, 0.0], [-0.1, -0.4, -0.7], [0.1, 0.0, 0.1], [0.0, 0.2, 0.1], [0.1, -0.1, 0.1], [0.1, -0.1, 0.0], [-0.5, 0.3, 0.1], [-0.1, 0.2, 0.2], [0.0, 0.0, 0.4], [0.7, 0.3, -0.8], [-0.1, -0.5, 0.7], [-0.1, 0.0, 0.1], [0.1, 0.0, 0.0], [-0.3, -0.4, 0.6], [-0.1, 0.1, 0.0], [0.1, 0.0, -0.1], [-0.1, 0.1, 0.0], [-0.1, 0.1, 0.0], [-0.1, -0.1, 0.0], [0.2, -0.1, -0.3], [-0.1, 0.1, -0.3], [0.5, 0.6, 0.6], [-0.6, 0.0, -0.2], [-0.2, 0.0, -0.1], [0.0, 0.3, 0.1], [0.0, 0.0, 0.1], [0.0, -0.1, -0.2], [0.3, 0.1, 0.1], [0.2, -0.5, -0.2], [0.0, -0.2, -0.1], [0.0, -0.1, 0.0], [0.0, 0.1, 0.1], [0.1, 0.0, -0.1], [0.0, 0.0, -0.1], [-0.1, 0.0, 0.1], [0.1, -0.1, 0.0], [0.1, -0.1, 0.0], [0.1, 0.1, -0.1], [-0.1, 0.2, 0.0], [0.0, 0.1, 0.0]],
  "smiles": "COc1ccc(S(=O)(=O)Nc2ccc(S(=O)(=O)N3CCOCC3)cc2)cc1",
  "lumo_ev": 0.39,
  "homo_energy_ev": -9.0
}

***

{
  "formula": "C12H19BEuN11O4S5",
  "method": "the ωB97M-V functional and the def2-TZVPD basis",
  "symbols": ["Eu", "S", "C", "S", "C", "C", "S", "S", "S", "B", "N", "C", "C", "C", "N", "N", "C", "C", "C", "N", "H", "H", "H", "H", "H", "H", "H", "H", "N", "N", "C", "N", "N", "N", "O", "O", "H", "H", "H", "H", "H", "C", "O", "C", "O", "N", "N", "H", "H", "H", "H", "H", "H"],
  "positions_angstrom": [[-0.11258, -0.04605, -0.09975], [-3.11644, 3.20471, -6.65476], [-2.52244, 2.47359, -5.31209], [-0.93808, 1.77570, -5.21343], [-1.00845, 1.24482, -3.54220], [-2.15321, 1.50804, -2.87056], [-2.54067, 1.12985, -1.23793], [-3.38238, 2.34777, -3.81234], [0.38059, 0.39518, -2.93454], [-1.25648, 0.95611, 2.41792], [-0.97965, 2.28223, 1.66644], [-1.37630, 3.52007, 1.98429], [-0.84560, 4.39871, 1.05792], [-0.12343, 3.58417, 0.18694], [-0.20154, 2.31170, 0.56332], [0.10723, 0.49503, 2.99208], [0.48966, 0.34517, 4.26522], [1.82245, -0.02637, 4.27457], [2.16789, -0.08344, 2.92474], [1.12571, 0.23467, 2.15551], [-2.03059, 1.13610, 3.30618], [-1.64171, 0.10491, 1.61490], [-2.01305, 3.69608, 2.83521], [-0.97739, 5.46517, 1.01347], [0.41857, 3.86065, -0.70389], [-0.20050, 0.50937, 5.07570], [2.44818, -0.22512, 5.12693], [3.12813, -0.32706, 2.49405], [2.62342, 1.19863, -1.00169], [3.65686, 0.30208, -0.71954], [3.35281, -0.91458, -0.24364], [4.35308, -1.76243, 0.00025], [2.04462, -1.15992, -0.08858], [1.59336, -2.18337, 0.64291], [2.28692, -3.10874, 1.04601], [0.38368, -2.14739, 0.87952], [2.33582, 1.17331, -1.98368], [2.90784, 2.13341, -0.73969], [4.54820, 0.40937, -1.18211], [5.29819, -1.42116, 0.05614], [4.07806, -2.61079, 0.47815], [-3.88844, -3.23720, 0.32544], [-2.88315, -3.71240, -0.59043], [-1.91824, -2.84018, -0.85267], [-1.87106, -1.71307, -0.38684], [-0.99767, -3.34361, -1.69929], [0.10917, -2.55092, -2.01150], [-4.59741, -4.05090, 0.43043], [-4.37427, -2.34926, -0.07374], [-3.43440, -2.99561, 1.28462], [-1.17881, -4.21312, -2.17059], [-0.02321, -2.03128, -2.87646], [0.92667, -3.14265, -2.09690]],
  "atomic_forces_ev_per_a": [[-1.3, 1.6, -2.1], [-0.1, 0.1, -0.2], [0.2, -0.1, 0.3], [-0.3, 0.1, 0.1], [-0.4, 0.2, -0.2], [0.3, 0.1, -0.4], [0.1, -0.2, 0.4], [0.2, -0.1, -0.1], [0.2, -0.1, 0.3], [0.3, 0.3, -0.1], [-0.2, 0.1, 0.2], [0.0, 0.1, -0.1], [0.0, 0.0, 0.1], [0.1, -0.1, -0.1], [0.0, 0.0, 0.2], [-0.1, -0.1, 0.4], [0.1, 0.0, 0.0], [0.0, 0.0, 0.0], [0.0, 0.0, 0.0], [-0.1, 0.0, 0.1], [-0.1, -0.1, 0.0], [-0.1, 0.1, 0.2], [0.0, 0.0, 0.0], [0.0, 0.0, 0.0], [0.0, -0.1, 0.0], [0.0, 0.0, 0.0], [0.0, 0.0, 0.0], [0.0, 0.0, 0.0], [0.0, 0.1, 0.2], [-0.1, -0.1, -0.2], [0.0, 0.1, 0.0], [-0.4, -0.1, 0.2], [0.4, 0.0, -0.1], [0.5, -1.5, 0.7], [0.3, 0.3, -0.3], [0.4, -0.3, 0.2], [-0.1, 0.0, 0.0], [0.0, 0.0, 0.2], [0.1, 0.0, 0.0], [0.0, 0.0, 0.0], [0.2, -0.1, 0.0], [0.0, 0.1, 0.0], [-0.1, 0.0, 0.0], [0.1, 0.0, 0.0], [0.0, -0.2, 0.3], [0.0, -0.1, 0.0], [0.0, -0.2, 0.0], [0.0, 0.0, 0.0], [0.0, 0.0, 0.0], [0.0, 0.0, 0.0], [-0.1, 0.0, -0.1], [0.0, 0.1, 0.0], [0.0, 0.0, 0.0]],
  "multiplicity": 7,
  "lumo_ev": [-1.39, -1.38],
  "homo_energy_ev": [-5.8, -5.8]
}

***

{
  "formula": "C3H8N2O2",
  "method": "the ωB97M-V functional and the def2-TZVPD basis",
  "symbols": ["C", "N", "C", "C", "N", "O", "O", "H", "H", "H", "H", "H", "H", "H", "H"],
  "positions_angstrom": [[-0.76141, -1.37248, -0.22052], [-1.22213, 1.09091, -0.02921], [0.95083, 0.52718, 0.13174], [-0.32660, 0.05051, -0.10202], [2.02109, -0.27288, 0.58470], [-2.59580, 0.86185, 0.32500], [1.42670, 1.60556, -0.61370], [-3.01783, 0.52083, -0.47687], [2.14424, 2.01203, -0.11340], [-0.49944, 1.84875, 0.35335], [1.73861, -1.12926, 1.03696], [2.73175, -0.46416, -0.11428], [-1.81777, -1.47638, -0.45920], [-0.20168, -1.88302, -1.00671], [-0.57057, -1.91943, 0.70416]],
  "atomic_forces_ev_per_a": [[0.4, -0.3, 0.3], [0.8, 2.0, -1.4], [0.7, -3.0, -1.6], [1.2, 0.4, 1.6], [0.1, -0.1, -0.4], [1.4, 0.3, 0.7], [-0.6, 0.6, 1.1], [0.4, 0.5, -0.1], [0.0, 0.1, 0.1], [-4.4, -0.7, -0.4], [0.0, 0.1, 0.1], [0.0, -0.1, -0.1], [0.0, 0.2, 0.1], [0.1, 0.1, 0.0], [-0.2, -0.1, 0.0]],
  "smiles": "C/C(NO)=C(\\N)O",
  "lumo_ev": 0.77,
  "homo_energy_ev": -6.4
}

***

{
  "formula": "C2H2FInO2",
  "method": "the ωB97M-V functional and the def2-TZVPD basis",
  "symbols": ["F", "C", "C", "H", "O", "O", "H", "In"],
  "positions_angstrom": [[1.62903, -0.70811, 1.22871], [0.46831, -0.30972, 0.80900], [-0.72420, -0.76288, 0.78824], [-1.11654, -1.63632, 1.30330], [0.98711, 0.46171, -0.76436], [-0.02830, 1.29571, -1.33536], [-0.08864, 2.06781, -0.75490], [-1.12677, -0.40820, -1.27463]],
  "atomic_forces_ev_per_a": [[-2.0, 1.7, 0.0], [4.8, -0.8, -2.3], [-1.5, -1.2, -0.3], [-0.4, 0.4, 0.4], [-0.4, -0.7, 2.2], [0.9, 0.7, -0.3], [-0.1, 0.9, 0.2], [-1.4, -1.0, 0.2]],
  "charge": 2,
  "lumo_ev": -14.40,
  "homo_energy_ev": -21.6
}

***

{
  "formula": "C5H9NO",
  "method": "the ωB97M-V functional and the def2-TZVPD basis",
  "symbols": ["C", "C", "C", "C", "O", "C", "N", "H", "H", "H", "H", "H", "H", "H", "H", "H"],
  "positions_angstrom": [[-1.98328, -0.32408, -0.42608], [-0.53509, -0.47467, 0.05532], [0.21011, 0.86998, 0.15641], [1.71891, 0.71160, -0.00820], [2.01134, 0.14255, -1.27451], [-0.48879, -1.19537, 1.33970], [-0.45557, -1.75482, 2.35240], [-1.98034, 0.15649, -1.40943], [-2.57358, 0.29163, 0.26043], [-2.47094, -1.29878, -0.52144], [0.00161, -1.08561, -0.68051], [-0.15256, 1.51807, -0.65030], [-0.01268, 1.37091, 1.10803], [2.13391, 0.11008, 0.81215], [2.19614, 1.69796, 0.03854], [2.38078, -0.73594, -1.15251]],
  "atomic_forces_ev_per_a": [[-0.1, 0.0, 0.0], [0.0, 0.0, 0.0], [0.0, 0.1, 0.0], [-0.1, 0.2, 0.4], [0.1, -0.2, -0.1], [0.1, -0.5, 0.8], [0.0, 0.5, -1.0], [0.0, -0.1, 0.1], [0.1, -0.1, -0.1], [0.1, 0.1, 0.0], [-0.1, 0.0, 0.1], [0.0, -0.1, 0.1], [0.0, -0.1, -0.2], [-0.1, 0.0, -0.1], [-0.1, -0.1, 0.0], [0.0, 0.1, 0.0]],
  "smiles": "C[C@H](C#N)CCO",
  "lumo_ev": 0.76,
  "homo_energy_ev": -10.8
}

***

{
  "formula": "C4H7OP",
  "method": "the ωB97M-V functional and the def2-TZVPD basis",
  "symbols": ["C", "C", "C", "C", "O", "P", "H", "H", "H", "H", "H", "H", "H"],
  "positions_angstrom": [[-0.85231, 0.68303, 0.16469], [-0.07592, -1.52999, -0.99130], [1.23694, 1.46746, 0.49859], [-0.60428, -0.81662, 0.24363], [0.29277, 1.31495, -0.39164], [0.99602, -1.67226, 0.54944], [-1.83087, 1.02317, -0.32812], [-1.08337, 0.88436, 1.26574], [-0.40706, -2.49000, -1.44375], [0.43261, -0.82464, -1.81057], [2.32765, 1.50961, 0.16010], [1.03401, 1.90019, 1.57117], [-1.46619, -1.44926, 0.51203]],
  "atomic_forces_ev_per_a": [[-2.0, -0.4, 1.7], [2.6, 1.5, -1.8], [3.3, 0.4, 2.7], [-1.2, -2.0, -2.1], [-1.7, 0.4, -0.2], [-0.4, 0.9, -0.2], [1.7, -0.7, -0.1], [0.9, 0.8, -1.2], [-0.3, 0.9, 0.7], [-1.2, -1.6, 1.8], [-1.9, 0.1, 0.1], [0.0, -1.0, -2.2], [0.1, 0.9, 0.8]],
  "lumo_ev": [-0.47, 0.77],
  "homo_energy_ev": [-7.4, -7.9]
}

***

Computed values of max |F| (unit: hartree/bohr) for the preceding records, in sequence: 0.0600 0.0208 0.0569 0.0867 0.1055 0.0214 0.0831.